[1]
20
Properties=species:S:1:pos:R:3:forces:R:3:nbo_charge:R:1 method="wB97M-V/def2-TZVPD" e_homo_ev="-7.82 / -7.82" e_above_lowest_kj_mol=413.80 lumo_ha="0.026 / 0.026" gap_ev="8.52 / 8.52" charge=0
C 0.340381 1.802040 0.421939 0.34 -4.97 -3.43 -0.62
C 1.425316 -0.421037 -1.502241 3.13 -3.39 -1.19 -0.45
C -0.688137 0.880463 1.041427 -2.15 -0.40 1.18 -0.33
C -0.389107 -0.518494 0.593926 0.80 -0.90 -1.97 -0.26
N -0.401188 -1.737763 -1.953144 1.91 0.73 -0.37 -0.61
N 0.030640 -0.527017 -1.457227 -2.34 1.02 2.88 -0.25
S -0.601998 0.776774 2.944138 0.17 0.26 -0.74 -0.09
S -1.587060 -1.837387 0.884792 1.00 0.60 -0.30 0.01
H 1.406826 1.484791 0.604389 -1.29 0.64 0.27 0.22
H 0.138688 1.622902 -0.726931 0.58 0.44 2.03 0.24
H 0.105285 2.749426 0.536777 -0.54 4.73 1.19 0.21
H 1.806384 -0.583688 -2.605814 -0.75 0.56 1.95 0.22
H 1.855429 0.451025 -1.073362 -0.15 0.87 -0.09 0.21
H 2.008180 -1.288293 -0.896240 -1.19 1.22 -1.11 0.14
H -1.839762 1.146990 0.926730 2.59 -0.21 -0.52 0.23
H 0.560874 -0.805558 1.053557 0.19 -0.17 -0.56 0.19
H 0.283311 -2.404400 -1.638328 0.02 -1.16 0.01 0.32
H -1.295713 -1.958105 -1.598406 -1.23 -0.18 0.32 0.37
H -0.749296 2.098003 3.097543 0.00 0.07 0.15 0.12
H -2.409054 -0.930674 1.346475 -1.08 0.25 0.31 0.13

[2]
108
Properties=species:S:1:pos:R:3:forces:R:3:lowdin_charge:R:1 method="wB97M-V/def2-TZVPD" s_squared=0.769 e_homo_ev="-11.72 / -11.72" lumo_ha="-0.086 / -0.296" gap_ev="9.39 / 3.67" charge=+1 spin_multiplicity=2
C -4.271528 1.413988 3.792751 -0.70 -1.62 1.38 -0.81
O -5.159372 0.943252 4.458095 -1.14 -1.32 0.55 0.06
N -3.229462 0.813852 3.281689 3.05 -3.61 -1.30 0.17
N -4.169143 2.661002 3.540572 -1.08 5.71 -0.55 0.18
H -2.504579 1.352935 2.829992 -0.12 -0.62 -0.03 0.06
H -3.093171 -0.176438 3.426097 -0.08 0.37 0.00 0.09
H -5.004250 3.163209 3.806070 0.49 0.65 -0.27 0.14
H -3.406667 3.026166 2.987957 -0.61 0.37 0.20 0.08
C -0.865098 -2.693414 3.720970 0.21 -0.53 0.08 -0.74
O -1.073197 -2.988554 2.562375 -0.93 -0.96 -3.25 -0.04
N -1.008897 -1.500378 4.195567 -0.15 3.31 1.64 0.23
N -0.475693 -3.583198 4.585281 0.92 -2.18 2.10 0.21
H -0.653431 -1.356224 5.129882 -0.25 0.40 -0.17 0.13
H -1.061932 -0.675511 3.615142 0.06 -0.02 -0.37 0.08
H -0.236620 -4.515590 4.279372 -0.15 0.22 0.25 0.14
H -0.364811 -3.304913 5.549827 0.15 -0.58 -0.15 0.13
C 2.715893 -0.690348 -4.105242 -1.12 1.68 -1.30 -0.70
O 1.948964 -0.587361 -5.083075 0.31 -1.10 0.83 -0.01
N 2.319088 -0.579292 -2.839253 -0.59 0.17 1.73 0.17
N 4.039493 -0.716915 -4.202436 1.29 -0.65 -1.20 0.17
H 3.013737 -0.658271 -2.110339 -0.32 -0.03 -0.10 0.09
H 1.333282 -0.587331 -2.619655 0.11 -0.08 -0.08 0.05
H 4.346905 -0.825805 -5.158332 0.52 0.35 0.35 0.12
H 4.594334 -0.299414 -3.468994 0.41 -0.28 -0.37 0.03
C -3.268372 -3.815278 0.107829 0.01 0.06 0.72 -0.77
O -3.964969 -4.123144 -0.746173 -4.31 -1.49 -5.27 0.19
N -3.132782 -2.633081 0.604963 0.18 4.93 1.03 0.40
N -2.499135 -4.654496 0.711275 3.13 -3.50 1.79 0.40
H -2.531661 -2.397264 1.381601 0.42 0.15 0.51 0.11
H -3.595194 -1.934630 0.040663 -0.29 0.92 0.06 0.13
H -2.494485 -5.528992 0.205967 0.59 -0.70 0.37 0.18
H -1.862398 -4.376410 1.444307 0.54 -0.13 0.66 0.11
C -2.098698 3.527938 0.872497 -0.29 -0.83 -1.20 -0.76
O -2.523664 2.634539 0.146337 -0.09 -0.48 -0.29 -0.01
N -2.290060 4.798507 0.746885 -1.71 3.83 -1.76 0.20
N -1.326257 3.359604 1.902844 2.54 -2.19 3.57 0.17
H -2.885871 5.135716 0.004326 0.01 0.26 0.18 0.11
H -1.853578 5.399602 1.431189 -0.58 0.36 -0.70 0.12
H -0.914323 2.447356 2.037823 0.29 -0.28 0.08 0.06
H -0.937288 4.151684 2.394178 0.01 -0.48 -0.05 0.13
C -4.049742 0.145040 -1.602240 -2.22 -2.68 -1.67 -0.76
O -4.647106 -0.816794 -2.129871 0.70 -0.12 0.26 -0.02
N -3.037011 0.749397 -2.170091 2.39 1.31 -0.91 0.19
N -4.418992 0.608238 -0.435044 -0.40 0.57 2.43 0.19
H -2.723154 0.496015 -3.096052 -0.24 0.01 0.34 0.12
H -2.591693 1.480189 -1.633689 0.16 0.15 -0.37 0.06
H -5.193378 0.155821 0.029426 0.10 0.40 -0.16 0.13
H -3.927493 1.406654 -0.059450 -0.32 0.08 0.43 0.06
C -0.876156 -2.078719 -3.315404 1.70 0.60 -0.27 -0.80
O -0.248355 -1.473425 -2.478040 1.56 2.12 3.44 -0.03
N -0.439423 -2.327283 -4.478589 3.48 -0.52 -5.06 0.22
N -2.005390 -2.582365 -3.172391 -7.03 -2.34 2.12 0.23
H -1.024963 -2.759925 -5.178632 0.62 0.16 0.05 0.14
H 0.524216 -2.103467 -4.682069 0.01 0.34 -0.58 0.10
H -2.607449 -2.308027 -2.409262 -0.36 -0.14 -0.39 0.10
H -2.376252 -3.040823 -3.992374 -0.73 -0.01 0.85 0.14
C -0.329977 0.019644 0.768777 0.10 2.19 0.73 -0.70
O -0.537946 0.650990 1.811476 0.17 -0.18 1.34 -0.02
N -0.148971 0.647307 -0.394741 0.06 1.36 0.04 0.20
N -0.207179 -1.259912 0.628945 -0.17 -2.57 -0.52 0.22
H -0.300565 1.634354 -0.243580 -0.39 -0.04 -1.16 0.09
H -0.359213 0.091251 -1.211259 0.01 0.79 -0.70 0.07
H -0.123179 -1.937553 1.373164 -0.36 0.02 -0.27 0.08
H -0.293125 -1.439231 -0.361289 0.54 -1.70 0.06 0.08
C 1.470471 -4.411798 -0.884356 0.62 -2.96 -0.34 -0.83
O 0.590333 -5.027618 -1.403560 -3.41 -1.44 -0.52 0.06
N 2.410953 -4.926293 -0.124166 2.86 -2.06 3.17 0.16
N 1.793287 -3.220120 -1.166390 0.32 5.98 -1.54 0.18
H 3.290565 -4.430576 -0.149318 -0.05 -0.61 0.43 0.11
H 2.413489 -5.844948 0.295568 -0.23 0.18 -0.53 0.12
H 1.180880 -2.725152 -1.798894 0.37 0.47 -0.02 0.08
H 2.591038 -2.799097 -0.712027 -0.56 0.38 -0.41 0.11
C 0.787054 3.429080 -3.245978 0.17 0.21 0.07 -0.10
C -0.456137 4.083419 -2.591483 1.10 -0.53 0.25 -0.23
C -1.711521 3.733268 -3.418710 0.40 1.09 0.56 -0.17
C -2.989044 4.015014 -2.768124 -1.53 -0.34 1.10 -0.23
N -4.018398 4.177765 -2.254355 1.54 0.03 -0.68 0.16
H 0.869773 2.352767 -3.094923 -0.42 -0.15 0.07 0.06
H 1.714402 3.824419 -2.831449 -0.05 0.23 0.09 0.06
H 0.849372 3.581555 -4.323459 -0.20 0.17 -0.04 0.08
H -0.242381 5.133971 -2.394635 -0.47 0.31 -0.77 0.11
H -0.498009 3.735139 -1.559473 -0.46 -0.55 0.04 0.08
H -1.603022 2.682172 -3.686141 -0.44 0.10 -0.28 0.11
H -1.750828 4.393240 -4.285302 0.38 -0.43 -0.46 0.13
C 2.795601 -2.378408 3.032216 -0.05 0.37 0.20 -0.09
C 2.664140 -0.842323 3.227043 0.54 -0.67 -0.95 -0.24
C 2.906551 -0.418041 4.683336 -0.01 -0.02 0.47 -0.18
C 4.156222 -0.973725 5.277915 2.61 -0.69 0.69 -0.21
N 5.166565 -1.368800 5.736934 -3.08 1.08 -1.35 0.15
H 2.255838 -2.916703 3.811326 0.17 0.05 0.35 0.06
H 3.848742 -2.657937 3.061319 -0.08 -0.18 0.15 0.08
H 2.364086 -2.800740 2.124733 0.06 0.49 -0.38 0.04
H 1.788102 -0.465873 2.698885 -0.77 0.06 1.05 0.08
H 3.389686 -0.319694 2.603723 0.67 -0.25 0.14 0.10
H 2.130561 -0.716291 5.388311 -0.36 -0.29 -0.23 0.10
H 2.931620 0.665079 4.802984 0.22 0.07 -0.20 0.12
C 2.841344 2.057966 -0.448529 0.34 0.43 -0.50 -0.12
C 3.947351 3.075767 -0.318231 0.93 -0.04 -0.42 -0.25
C 4.945445 2.983127 -1.476255 0.65 0.41 -0.33 -0.19
C 5.476179 1.663522 -1.789167 0.08 -1.28 0.17 -0.19
N 5.833238 0.586130 -2.013720 -0.35 0.96 0.19 0.16
H 1.998869 2.417796 0.142118 -0.15 -0.70 -0.03 0.07
H 3.235053 1.073293 -0.196537 -0.37 -0.04 0.55 0.07
H 2.601706 1.960799 -1.507414 -0.58 0.14 0.04 0.05
H 4.485701 2.932485 0.618651 -0.03 0.21 0.09 0.11
H 3.617701 4.112326 -0.388764 -0.35 -0.06 0.36 0.11
H 5.800135 3.635170 -1.296098 0.09 0.04 0.09 0.13
H 4.514675 3.354397 -2.406153 -0.26 0.01 -0.04 0.12

Number 1: strongest force on any atom 6.05 eV/Å. Number 2: strongest force on any atom 7.71 eV/Å.